C3H11N2O | ωB97M-V/def2-TZVPD

Atoms and positions in Å:
1 O -1.49 2.50 0.48
2 N 2.00 0.93 0.43
3 N 0.69 -0.67 -0.57
4 C 0.81 0.41 0.15
5 C -0.66 -1.25 -0.78
6 C -0.93 -2.41 0.17
7 H -1.97 -2.31 0.48
8 H -2.26 2.91 0.89
9 H 2.79 0.81 -0.17
10 H -0.05 0.81 0.68
11 H -0.71 -1.58 -1.82
12 H 1.46 -1.32 -0.64
13 H -1.40 3.19 -0.20
14 H -0.76 -3.42 -0.20
15 H -1.40 -0.46 -0.76
16 H 2.02 1.77 0.97
17 H -0.30 -2.41 1.06

charge	+1
HOMO	-14.9962	eV
lowest unoccupied orbital energy	-0.1305	Ha
energy relative to the best compared isomer or geometry (same formula, charge and spin)	82.49	kJ/mol
spin multiplicity	1
DFT total energy	-305.42131	Eh
M	91.134	g mol⁻¹
HOMO-LUMO gap	11.444	eV

---

C3H11N2O | ωB97M-V/def2-TZVPD

Atoms and positions in Å:
1 O 0.63 -1.12 -2.56
2 N -1.24 -0.45 -0.66
3 N 1.53 1.26 1.29
4 C -1.26 0.04 1.82
5 C -0.48 0.11 0.53
6 C 0.76 0.66 0.32
7 H 1.44 1.04 2.21
8 H 2.48 1.37 1.02
9 H -0.67 0.57 2.54
10 H -1.85 0.27 -1.08
11 H -1.38 -1.15 2.12
12 H -1.57 -1.37 -0.30
13 H 0.94 -0.85 -3.53
14 H -0.56 -0.66 -1.37
15 H 1.11 0.70 -0.70
16 H 1.14 -1.92 -2.68
17 H -2.26 0.46 1.73

charge	+1
HOMO	-12.3924	eV
lowest unoccupied orbital energy	-0.1178	Ha
energy relative to the best compared isomer or geometry (same formula, charge and spin)	200.14	kJ/mol
spin multiplicity	1
DFT total energy	-305.37651	Eh
M	91.134	g mol⁻¹
HOMO-LUMO gap	9.186	eV

---

C3H11N2O2 | ωB97M-V/def2-TZVPD

Atoms and positions in Å:
1 O -2.55 -1.42 0.92
2 O -0.53 -2.02 1.76
3 N -1.13 0.25 -0.91
4 N 2.61 1.17 -0.66
5 C -1.89 -1.87 1.84
6 C 1.25 1.24 -1.18
7 C 0.32 0.31 -0.34
8 H 2.63 1.35 0.36
9 H -0.20 -2.50 2.56
10 H -1.77 -0.27 -0.28
11 H 0.23 0.69 0.70
12 H 1.27 0.94 -2.28
13 H -1.48 1.21 -1.09
14 H -1.15 -0.24 -1.82
15 H 0.71 -0.82 -0.33
16 H 0.80 2.22 -1.10
17 H 3.20 1.94 -1.01
18 H -2.32 -2.18 2.85

charge	+1
HOMO	-13.3065	eV
lowest unoccupied orbital energy	-0.1143	Ha
energy relative to the best compared isomer or geometry (same formula, charge and spin)	162.27	kJ/mol
spin multiplicity	1
DFT total energy	-380.65207	Eh
M	107.133	g mol⁻¹
HOMO-LUMO gap	10.197	eV

---

C3H11N2O2 | ωB97M-V/def2-TZVPD

Atoms and positions in Å:
1 O 2.60 -1.43 -1.78
2 O -1.46 -0.68 1.45
3 N 1.10 -0.27 0.84
4 N -2.37 1.30 0.79
5 C 0.27 0.38 -1.47
6 C 0.06 0.64 0.10
7 C -1.39 0.30 0.72
8 H -2.42 2.09 0.18
9 H 0.51 -0.77 1.52
10 H 1.83 0.27 1.26
11 H -3.31 1.01 1.26
12 H 0.83 -0.51 -1.84
13 H -0.71 0.31 -1.92
14 H 3.15 -0.62 -2.04
15 H 0.39 1.75 0.45
16 H 1.49 -1.04 0.21
17 H 0.90 1.17 -1.93
18 H 3.43 -1.96 -2.05

<S²>	0.780
charge	+2
HOMO (spin up / spin down)	-19.0086 / -19.0051	eV
lowest unoccupied orbital energy (spin up / spin down)	-0.3431 / -0.5299	Ha
energy relative to the best compared isomer or geometry (same formula, charge and spin)	272.46	kJ/mol
spin multiplicity	2
DFT total energy	-380.09983	Eh
M	107.133	g mol⁻¹
HOMO-LUMO gap (spin up / spin down)	9.674 / 4.585	eV

---

C3H11N2S | ωB97M-V/def2-TZVPD

Atoms and positions in Å:
1 S 1.06 1.01 0.36
2 N -1.51 -0.71 0.98
3 N -3.74 -0.63 1.23
4 C 2.09 0.08 -0.93
5 C -2.61 -0.70 1.76
6 C 3.06 0.91 -1.78
7 H 0.33 2.01 -0.17
8 H -1.01 -0.02 0.32
9 H 4.13 0.57 -1.53
10 H 1.40 -0.49 -1.49
11 H -2.50 -1.01 2.82
12 H -3.98 -0.93 0.23
13 H 3.06 0.67 -2.85
14 H 2.55 -0.74 -0.38
15 H -0.78 -1.33 1.26
16 H 3.03 2.04 -1.70
17 H -4.58 -0.74 1.86

charge	+1
HOMO	-12.7749	eV
lowest unoccupied orbital energy	-0.1588	Ha
energy relative to the best compared isomer or geometry (same formula, charge and spin)	202.55	kJ/mol
spin multiplicity	1
DFT total energy	-628.30001	Eh
M	107.202	g mol⁻¹
HOMO-LUMO gap	8.455	eV

---

C3H11N2S | ωB97M-V/def2-TZVPD

Atoms and positions in Å:
1 S 0.32 1.52 -0.89
2 N -1.93 -0.34 1.07
3 N -1.36 -2.64 0.86
4 C 1.46 1.31 0.64
5 C 1.67 1.35 -2.22
6 C -2.25 -1.67 0.86
7 H 1.63 0.22 0.70
8 H -3.24 -1.98 0.71
9 H -1.60 -3.59 1.15
10 H 1.97 0.39 -2.63
11 H -0.38 -2.38 0.71
12 H -2.57 0.43 1.27
13 H 1.24 1.86 -3.15
14 H 2.35 1.95 0.52
15 H -0.92 -0.07 0.97
16 H 1.06 1.56 1.61
17 H 2.55 2.07 -2.18

charge	+1
HOMO	-12.1213	eV
lowest unoccupied orbital energy	-0.1600	Ha
energy relative to the best compared isomer or geometry (same formula, charge and spin)	161.72	kJ/mol
spin multiplicity	1
DFT total energy	-628.31556	Eh
M	107.202	g mol⁻¹
HOMO-LUMO gap	7.769	eV

---

C3H11N2S | ωB97M-V/def2-TZVPD

Atoms and positions in Å:
1 S -1.83 0.78 -0.33
2 N 0.66 1.51 0.53
3 N -0.92 -1.86 0.13
4 C 0.69 0.05 0.21
5 C -0.70 -0.53 0.61
6 C 1.18 -0.23 -1.21
7 H 1.41 2.18 0.13
8 H 1.37 -0.56 0.89
9 H -2.56 0.71 0.69
10 H 0.64 1.64 1.49
11 H -0.29 1.92 0.15
12 H -1.67 -2.42 0.56
13 H 2.25 0.10 -1.31
14 H -1.19 -2.02 -0.90
15 H 1.36 -1.29 -1.50
16 H 0.47 0.36 -1.84
17 H -0.85 -0.34 1.70

charge	+1
HOMO	-13.3953	eV
lowest unoccupied orbital energy	-0.1227	Ha
energy relative to the best compared isomer or geometry (same formula, charge and spin)	178.86	kJ/mol
spin multiplicity	1
DFT total energy	-628.30903	Eh
M	107.202	g mol⁻¹
SMILES	C[C@@H]([NH3+])[C@H](N)S
HOMO-LUMO gap	10.057	eV

---

C3H11N2S | ωB97M-V/def2-TZVPD

Atoms and positions in Å:
1 S 0.94 -1.16 -1.06
2 N -0.25 -1.09 2.03
3 N -1.62 0.38 3.24
4 C 0.68 1.28 -2.30
5 C -0.50 0.04 2.65
6 C 0.56 -0.19 -2.66
7 H 0.90 1.92 -3.16
8 H -1.66 1.22 3.79
9 H -2.50 0.03 2.87
10 H 1.33 -0.49 -3.36
11 H -0.42 -0.60 -2.84
12 H -0.28 1.60 -1.91
13 H 0.68 -1.16 1.64
14 H -1.00 -1.60 1.58
15 H 1.54 1.36 -1.64
16 H 0.30 0.76 2.73
17 H 1.31 -2.31 -1.59

charge	+1
HOMO	-12.3729	eV
lowest unoccupied orbital energy	-0.1445	Ha
energy relative to the best compared isomer or geometry (same formula, charge and spin)	72.65	kJ/mol
spin multiplicity	1
DFT total energy	-628.34949	Eh
M	107.202	g mol⁻¹
HOMO-LUMO gap	8.442	eV